Entry 1:
# C30H81N3O18

A 9-piece molecular cluster, C30H81N3O18 overall at a distorted geometry (ωB97M-V/def2-TZVPD, the Open Molecules 2025 dataset).

The calculation puts the LUMO energy (spin up / spin down) at -2.7 / -8.1 eV. The charge is +1. The gap between HOMO and LUMO (spin up / spin down) is 0.289 / 0.089 Ha. The spin multiplicity is 2.

The geometry in XYZ format:
```
132
Properties=species:S:1:pos:R:3:mulliken_spin:R:1
C -15.4120 -7.3595 26.4161 0.000
O -14.9059 -7.3046 25.1424 0.000
C -14.5572 -8.6423 24.6438 0.000
C -13.0308 -8.7262 24.7439 0.000
N -12.4641 -10.0657 24.2853 0.000
C -12.7987 -11.1289 25.2679 0.000
C -12.1807 -12.5549 25.0420 0.000
O -11.7167 -13.1910 26.2055 0.000
C -10.5137 -12.6643 26.8292 0.000
H -15.1796 -6.5100 27.0583 0.000
H -14.8823 -8.0655 27.0558 0.000
H -16.4916 -7.4553 26.3008 0.000
H -14.8256 -8.6633 23.5876 0.000
H -14.8915 -9.5493 25.1475 0.000
H -12.6346 -8.5918 25.7504 0.000
H -12.6618 -8.0283 23.9924 0.000
H -11.4610 -9.9805 24.3660 0.000
H -13.8739 -11.2949 25.3352 0.000
H -12.5477 -10.8326 26.2863 0.000
H -11.5673 -12.5756 24.1412 0.000
H -13.0033 -13.2468 24.8618 0.000
H -9.5992 -12.6436 26.2363 0.000
H -10.3256 -13.4716 27.5369 0.000
H -10.6451 -11.7221 27.3612 0.000
C -7.9125 -13.7770 29.5743 0.004
O -7.6952 -13.9576 30.9446 0.213
C -8.7492 -14.5032 31.7117 0.192
C -9.1039 -13.7677 33.1180 0.007
N -8.0296 -13.4920 34.0723 0.460
C -7.5410 -14.8394 34.4926 0.007
C -8.3639 -15.6846 35.4617 0.016
O -9.3900 -16.3195 34.7397 0.003
C -10.0024 -17.4073 35.4040 0.000
H -8.2143 -12.7406 29.4230 0.020
H -8.6623 -14.4015 29.0885 -0.006
H -6.9148 -13.9123 29.1568 0.010
H -8.4376 -15.5077 31.9978 0.033
H -9.6730 -14.5711 31.1371 -0.020
H -9.9030 -14.2802 33.6537 0.012
H -9.6298 -12.8585 32.8266 0.012
H -7.2699 -12.9798 33.6475 0.002
H -6.6066 -14.5706 34.9854 0.002
H -7.0589 -15.5005 33.7724 0.030
H -8.7377 -15.3279 36.4215 0.000
H -7.7960 -16.5607 35.7749 -0.002
H -10.9885 -17.6905 35.0359 0.000
H -9.9571 -17.1534 36.4631 0.000
H -9.4330 -18.3324 35.4944 0.000
C -14.7323 -24.9664 33.2065 0.000
O -14.4505 -23.8473 32.3978 0.000
C -13.8288 -22.8713 33.1915 0.000
C -13.3994 -21.6629 32.4237 0.000
N -14.4984 -20.7412 32.0457 0.000
C -13.9040 -19.5740 31.3847 0.000
C -13.5486 -18.4739 32.4410 0.000
O -12.7572 -17.4275 31.7809 0.000
C -12.5637 -16.2368 32.5890 0.001
H -15.3407 -25.6290 32.5909 0.000
H -15.4916 -24.7178 33.9479 0.000
H -13.7895 -25.3133 33.6298 0.000
H -13.0107 -23.2854 33.7807 0.000
H -14.5978 -22.5025 33.8704 0.000
H -12.7829 -21.9491 31.5715 0.000
H -12.8120 -21.1217 33.1654 0.000
H -15.1176 -21.3364 31.5143 0.000
H -14.8052 -19.3206 30.8263 0.000
H -13.0563 -19.5964 30.6998 0.000
H -12.9708 -18.8217 33.2973 0.000
H -14.4350 -18.0747 32.9338 0.000
H -11.4884 -16.3959 32.6699 0.000
H -12.9296 -16.3295 33.6115 0.000
H -12.7318 -15.2384 32.1850 0.000
C -15.3786 -7.7285 30.1295 0.000
C -16.7412 -6.8849 30.0914 0.000
O -17.5646 -7.2985 29.0421 0.000
O -15.7180 -9.0758 30.2723 0.000
H -14.6476 -7.4532 30.8898 0.000
H -14.9852 -7.4822 29.1433 0.000
H -16.5015 -5.8508 29.8441 0.000
H -17.1357 -7.0637 31.0917 0.000
H -17.8551 -8.2016 29.1891 0.000
H -15.0002 -9.6739 30.0517 0.000
C -17.9354 -11.5379 31.1295 0.000
C -19.1566 -12.0036 30.3293 0.000
O -19.4215 -11.0821 29.2722 0.000
O -18.0755 -10.1540 31.5032 0.000
H -17.0758 -11.7277 30.4866 0.000
H -17.9531 -12.0971 32.0650 0.000
H -19.9648 -12.1072 31.0533 0.000
H -19.1273 -13.0355 29.9795 0.000
H -19.4212 -10.2061 29.6648 0.000
H -17.2431 -9.6882 31.3946 0.000
C -10.8193 -5.7347 31.4507 0.000
C -10.5822 -7.3042 31.5547 0.000
O -11.5860 -8.0280 30.8356 0.000
O -11.3083 -5.1213 30.2469 0.000
H -10.1207 -4.9977 31.8469 0.000
H -11.6348 -5.7185 32.1737 0.000
H -10.3505 -7.7768 32.5092 0.000
H -9.6630 -7.5301 31.0142 0.000
H -12.0522 -7.3794 30.3030 0.000
H -11.0729 -4.1923 30.3023 0.000
C -15.3213 -14.2044 27.5000 0.000
C -14.0343 -14.9302 27.3459 0.000
O -14.0784 -16.2062 27.9661 0.000
O -15.2424 -12.9206 26.9841 0.000
H -15.5167 -14.0872 28.5659 0.000
H -16.1637 -14.8025 27.1525 0.000
H -13.2136 -14.3278 27.7353 0.000
H -13.9168 -15.0808 26.2728 0.000
H -13.2672 -16.6738 27.7543 0.000
H -16.1074 -12.5098 27.0527 0.000
C -13.7689 -11.7280 29.4539 0.000
C -13.2276 -12.8153 30.2959 -0.001
O -11.8606 -12.7578 30.4375 -0.001
O -13.4487 -10.5718 30.1417 0.000
H -14.8580 -11.7657 29.4757 0.000
H -13.3418 -11.6761 28.4524 0.000
H -13.5523 -13.7871 29.9238 0.000
H -13.6586 -12.7761 31.2963 0.000
H -11.7083 -13.0511 31.3389 0.001
H -12.5174 -10.4332 30.3292 0.000
C -12.1304 -12.8901 35.5840 -0.001
C -12.8091 -12.9844 34.2660 -0.001
O -11.7935 -12.8549 33.3053 0.006
O -11.8490 -11.5536 35.9369 0.000
H -11.2764 -13.5669 35.5575 0.001
H -12.8172 -13.2641 36.3433 0.000
H -13.5527 -12.2286 34.0129 0.001
H -13.2428 -13.9824 34.2020 0.000
H -11.7630 -11.9695 32.9357 0.000
H -10.9815 -11.3113 35.6047 0.000
```

Entry 2:
# C30H84N6O12

A 9-piece molecular cluster, C30H84N6O12 overall at a distorted geometry (ωB97M-V/def2-TZVPD, the Open Molecules 2025 dataset).

The calculation puts the LUMO energy at 0.3 eV. As for the energy above the lowest of the compared OMol25 structures with the same formula, charge and spin: 220.0 kcal per mole. As for the SMILES: COC[C@H](C)N.COC[C@H](C)N.COC[C@H](C)N.COC[C@H](C)N.COC[C@H](C)N.COC[C@H](C)N.OCCO.OCCO.OCCO. The gap between HOMO and LUMO is 0.341 Ha.

The geometry in XYZ format:
```
132
Properties=species:S:1:pos:R:3:mulliken_charge:R:1
C -0.3340 0.7592 1.9601 -0.931
O -0.2167 -0.0809 0.7961 0.255
C 1.0658 0.0194 0.1628 0.060
C 0.8968 0.5720 -1.2366 1.091
C 2.1995 0.5516 -2.0712 -0.576
N 0.3805 1.9830 -1.1757 -0.486
H -1.3874 0.8665 2.1993 0.027
H 0.1975 1.7102 1.8800 0.234
H 0.2270 0.2194 2.7345 0.254
H 1.8031 0.6023 0.7294 -0.303
H 1.4480 -1.0029 0.2162 -0.085
H 0.0843 0.0540 -1.7542 -0.029
H 2.9581 1.2546 -1.7318 -0.036
H 1.7560 0.8626 -3.0171 0.026
H 2.6838 -0.4198 -2.1383 0.013
H 0.9507 2.3534 -0.4130 0.145
H -0.5407 1.8564 -0.7515 -0.062
C -4.6428 2.2444 4.6488 -0.614
O -3.8573 1.3561 5.4227 -0.418
C -2.9222 0.6454 4.6282 -0.409
C -1.4736 1.0886 4.7599 1.261
C -0.9420 1.2046 6.1876 -1.673
N -1.3211 2.3946 4.1012 -0.520
H -5.2091 1.6673 3.9184 0.298
H -4.0749 3.0440 4.1571 0.114
H -5.2704 2.8634 5.2922 0.360
H -3.0273 -0.4014 4.9332 0.439
H -3.1923 0.6021 3.5683 0.071
H -0.9136 0.3835 4.1389 -0.132
H -1.1219 0.2584 6.7150 0.392
H -1.4117 2.0258 6.7239 0.327
H 0.1408 1.3196 6.2531 0.434
H -1.8493 3.1007 4.6051 0.251
H -0.4012 2.8067 4.0269 0.211
C 5.0151 0.6658 1.7642 -0.568
O 5.1166 2.0805 1.7276 -0.444
C 4.2572 2.6960 0.8008 -0.040
C 4.6239 4.1827 0.6823 0.569
C 3.4472 5.0306 0.2251 -1.692
N 5.7506 4.3535 -0.2470 -0.795
H 5.4499 0.3167 2.6988 0.253
H 5.5360 0.1615 0.9463 0.303
H 3.9454 0.4334 1.7532 0.205
H 4.3622 2.2769 -0.2041 0.225
H 3.2021 2.6919 1.0959 -0.081
H 4.9193 4.4918 1.6907 0.196
H 3.7102 6.0975 0.2980 0.419
H 2.5213 5.0890 0.8005 0.386
H 3.2485 4.9516 -0.8458 0.465
H 6.5572 3.9867 0.2568 0.259
H 5.9999 5.3312 -0.3665 0.267
C -0.3205 -3.4121 -1.5821 -0.872
O -0.6680 -3.7105 -0.2541 0.303
C -1.4880 -4.8128 -0.0376 -1.118
C -1.5774 -4.9784 1.4637 1.350
C -0.2856 -4.7890 2.2225 -1.177
N -2.1028 -6.3323 1.7222 -0.700
H -1.1202 -3.3018 -2.3144 0.336
H 0.4221 -4.1717 -1.8576 0.438
H 0.2580 -2.4928 -1.7170 -0.157
H -2.4699 -4.8647 -0.5327 0.342
H -0.9782 -5.7163 -0.4302 0.427
H -2.3579 -4.3096 1.8570 -0.139
H 0.0724 -3.7591 2.1508 -0.118
H 0.4847 -5.4074 1.7536 0.354
H -0.3332 -4.9368 3.3009 0.477
H -2.9387 -6.5272 1.1975 0.170
H -2.0743 -6.7443 2.6345 0.186
C 5.9300 -3.2100 3.3022 -0.455
O 5.0469 -3.8302 2.3809 -0.338
C 5.1283 -3.3283 1.0681 -0.689
C 3.7886 -3.5623 0.4008 0.621
C 3.7632 -3.0659 -1.0253 -1.029
N 2.6841 -2.8147 1.1033 -0.207
H 5.7690 -3.5811 4.3093 0.271
H 5.7018 -2.1362 3.3342 0.054
H 6.9489 -3.3434 2.9287 0.302
H 5.4334 -2.2809 0.9633 0.094
H 5.8861 -3.9102 0.5280 0.437
H 3.4635 -4.6055 0.3712 0.238
H 2.8117 -3.2866 -1.5182 0.112
H 4.5033 -3.6451 -1.5942 0.543
H 3.8334 -1.9847 -1.1354 0.042
H 3.0682 -2.5812 2.0180 0.245
H 1.9597 -3.5032 1.2720 -0.276
C -3.6871 3.9360 1.2125 -0.765
O -3.8717 3.8162 -0.1989 -0.446
C -3.8029 2.4485 -0.5744 -0.146
C -4.0224 2.3624 -2.1029 1.647
C -5.2748 3.1571 -2.4753 -1.612
N -4.3801 0.9417 -2.3847 -0.506
H -4.5251 3.4195 1.6933 0.310
H -3.8568 4.9904 1.4209 0.389
H -2.7157 3.5454 1.5104 0.208
H -2.8753 1.9519 -0.2688 -0.029
H -4.6396 1.9541 -0.0674 0.474
H -3.1712 2.7298 -2.6771 -1.094
H -5.5814 3.0156 -3.5147 0.443
H -5.1706 4.2348 -2.3479 0.345
H -6.0822 2.8163 -1.8253 0.349
H -3.5298 0.3726 -2.3207 0.143
H -4.4763 0.9791 -3.4054 0.284
O -5.4953 -1.6166 -1.1279 -0.667
C -4.3615 -2.2989 -0.5240 -0.367
C -3.6226 -1.2967 0.3512 -0.355
O -2.7948 -0.4983 -0.5001 0.114
H -5.1234 -0.7614 -1.3936 0.339
H -4.7333 -3.0716 0.1532 0.334
H -3.8238 -2.7627 -1.3497 0.100
H -3.0483 -1.8427 1.0997 0.182
H -4.4024 -0.6160 0.6930 0.329
H -1.8847 -0.3817 -0.2099 -0.114
O 1.2010 -0.7745 -5.2324 -0.411
C 1.1687 -1.8552 -6.1606 -0.349
C 0.8125 -3.1725 -5.5161 -0.753
O -0.4504 -3.1414 -4.8523 -0.398
H 0.9645 -1.1309 -4.3687 0.307
H 0.6420 -1.6818 -7.0964 0.374
H 2.2292 -2.0208 -6.3910 0.265
H 1.6072 -3.5148 -4.8528 0.329
H 0.8152 -3.9521 -6.2875 0.386
H -1.1120 -2.8128 -5.4694 0.285
O 0.5540 4.3654 -5.3044 -0.537
C -0.1407 3.1519 -5.0773 -0.294
C -1.2734 3.2177 -4.0647 -0.202
O -0.8396 3.8060 -2.8529 -0.562
H -0.0473 5.0395 -5.6373 0.318
H -0.4055 2.6015 -5.9868 0.353
H 0.6368 2.5076 -4.6542 -0.018
H -1.6787 2.2033 -3.9539 0.065
H -2.0604 3.8624 -4.4731 0.458
H -0.2577 3.1110 -2.4637 0.511
```

Entry 3:
# C30H85N7O9

A 9-piece molecular cluster, C30H85N7O9 overall at a distorted geometry (ωB97M-V/def2-TZVPD, the Open Molecules 2025 dataset).

The calculation puts the LUMO energy at 0.6 eV. As for the energy above the lowest of the compared OMol25 structures with the same formula, charge and spin: 44.2 kcal per mole. As for the SMILES: COC[C@H](C)N.COC[C@H](C)N.COC[C@H](C)N.COC[C@H](C)N.COC[C@H](C)N.COC[C@H](C)N.COC[C@H](C)N.CO.CO. The gap between HOMO and LUMO is 0.361 Ha.

The geometry in XYZ format:
```
131
Properties=species:S:1:pos:R:3:mulliken_charge:R:1
C -15.5754 -5.6236 -18.9155 -0.958
O -14.5244 -5.4607 -18.0458 -0.142
C -13.7372 -6.5929 -17.8188 -1.013
C -12.5943 -6.0668 -16.9381 1.557
C -11.5444 -5.5131 -17.8512 -0.663
N -12.0348 -7.0097 -16.0138 -0.720
H -16.2050 -4.6894 -18.8848 0.156
H -16.1379 -6.4989 -18.6360 0.366
H -15.1788 -5.7434 -19.8966 0.403
H -14.3414 -7.3134 -17.3253 0.512
H -13.3779 -7.0413 -18.7318 0.358
H -13.0491 -5.2054 -16.4327 -0.724
H -10.6244 -5.3206 -17.2346 0.468
H -11.8540 -4.5931 -18.3352 -0.721
H -11.3455 -6.2017 -18.6424 0.514
H -12.7123 -7.6543 -15.6738 0.276
H -11.3811 -7.6556 -16.4810 0.290
C -6.9789 -2.0750 -23.9040 -0.869
O -8.0440 -1.2088 -24.2786 -0.161
C -7.6227 0.1044 -23.8816 -0.889
C -8.7222 1.1710 -23.7100 0.310
C -7.9638 2.5474 -23.5740 -1.628
N -9.6478 0.9140 -22.5775 -0.326
H -6.0499 -1.9228 -24.4187 0.389
H -7.2479 -3.0822 -24.1011 0.140
H -6.6652 -1.8937 -22.9077 0.428
H -6.9959 0.0844 -22.9308 0.345
H -6.9331 0.4629 -24.6218 0.444
H -9.2141 1.1679 -24.6737 0.231
H -8.6800 3.3853 -23.3987 0.368
H -7.3933 2.7480 -24.4637 0.483
H -7.2218 2.6430 -22.7557 0.371
H -9.1295 1.2069 -21.7707 0.277
H -9.7653 -0.1094 -22.5201 0.055
C -9.1741 -4.2171 -14.5244 -0.409
O -8.4433 -3.0486 -14.1520 -0.395
C -7.7844 -2.4516 -15.2687 0.032
C -6.9160 -1.2296 -14.7965 0.178
C -7.9072 -0.2309 -14.1886 -1.373
N -6.1894 -0.5920 -16.0000 -0.620
H -9.6879 -4.0232 -15.4616 -0.122
H -9.9230 -4.2421 -13.7613 0.300
H -8.5216 -5.0865 -14.5674 0.338
H -7.1278 -3.2226 -15.6887 0.380
H -8.6145 -2.2023 -15.9803 -0.333
H -6.2145 -1.6259 -14.0823 0.407
H -7.4400 0.6560 -13.9175 0.442
H -8.3231 -0.6703 -13.3304 0.468
H -8.7728 -0.0722 -14.8479 0.110
H -5.6293 0.2110 -15.7194 0.252
H -5.3723 -1.2047 -16.3123 0.242
C -12.8361 2.4773 -15.8726 -0.451
O -13.5866 2.3064 -17.0134 -0.418
C -13.1334 1.2184 -17.9091 0.591
C -12.9978 1.7419 -19.3115 0.266
C -14.3134 2.2674 -19.8999 -1.484
N -12.6067 0.6062 -20.0863 0.064
H -13.0711 3.4938 -15.7041 0.336
H -11.7863 2.3146 -16.0786 0.196
H -13.1633 1.8596 -14.9995 0.124
H -12.1918 0.8208 -17.5696 -0.139
H -13.8152 0.3732 -17.8913 -0.337
H -12.2238 2.5404 -19.2055 0.334
H -14.2017 2.4613 -20.9446 0.452
H -14.5759 3.1873 -19.3727 0.367
H -15.1047 1.4292 -19.7684 0.192
H -12.2208 0.9888 -20.9225 0.224
H -11.7380 0.1825 -19.6589 -0.377
C -8.8870 -3.9050 -21.7367 -0.302
O -8.7214 -4.6819 -22.9223 -0.408
C -9.9752 -5.1607 -23.3203 0.160
C -9.7043 -5.9187 -24.5870 0.025
C -9.2578 -4.9534 -25.6757 -0.940
N -10.8803 -6.6919 -25.0663 -0.753
H -9.6355 -4.4325 -21.0808 0.131
H -9.2119 -2.8761 -21.9108 -0.005
H -7.9259 -3.9090 -21.2285 0.434
H -10.4363 -5.8086 -22.5341 0.280
H -10.6635 -4.2910 -23.5281 -0.145
H -8.9356 -6.6376 -24.3684 0.363
H -10.1648 -4.4543 -25.9197 0.246
H -8.9425 -5.5792 -26.5464 0.338
H -8.3975 -4.3202 -25.3592 0.116
H -11.5320 -6.0720 -25.4917 0.249
H -11.4478 -7.1676 -24.3896 0.262
C -11.5870 -1.5946 -24.1594 -0.655
O -12.4372 -2.5457 -23.4606 -0.472
C -13.1016 -2.0205 -22.3519 0.076
C -14.0748 -3.0468 -21.7343 0.303
C -14.9969 -2.3413 -20.7797 -1.162
N -13.4822 -4.1805 -21.0019 -0.088
H -11.2719 -2.0005 -25.1017 0.321
H -10.6297 -1.5388 -23.6827 0.065
H -12.1236 -0.6739 -24.2475 0.476
H -12.4089 -1.7273 -21.5684 -0.205
H -13.6260 -1.0686 -22.7034 0.363
H -14.6461 -3.5367 -22.5887 0.329
H -15.5795 -1.6017 -21.3280 0.559
H -14.4611 -1.6942 -20.0800 -0.171
H -15.6526 -3.0560 -20.2776 0.229
H -12.9089 -3.9383 -20.2249 -0.259
H -12.9238 -4.7606 -21.5873 0.288
C -12.4209 -2.0238 -12.0483 -0.893
O -12.8632 -1.5291 -13.3131 -0.283
C -13.0538 -2.4800 -14.3774 -0.973
C -13.3787 -1.6308 -15.6371 1.460
C -14.7482 -0.9951 -15.4210 -1.643
N -13.3103 -2.3695 -16.9333 -0.412
H -12.9434 -2.9222 -11.8036 0.386
H -12.7643 -1.2899 -11.2778 0.263
H -11.3664 -2.2470 -11.9502 0.235
H -12.1482 -3.0141 -14.4685 0.391
H -13.8560 -3.1388 -14.1695 0.507
H -12.6410 -0.8704 -15.6859 -0.329
H -14.7727 -0.5645 -14.4110 0.397
H -15.5700 -1.6395 -15.7077 0.361
H -14.8713 -0.1327 -16.0957 0.313
H -13.8966 -1.8822 -17.6597 -0.165
H -13.6797 -3.3039 -16.7872 0.046
C -9.1629 1.3282 -17.7683 -0.137
O -7.7586 1.1488 -17.7859 -0.633
H -9.6566 1.2947 -16.7799 -0.001
H -9.3292 2.3239 -18.1110 0.405
H -9.6618 0.5681 -18.3633 -0.046
H -7.5178 0.3317 -17.3615 0.346
C -9.9814 -2.1634 -18.7067 -0.466
O -10.5484 -1.5656 -17.5574 0.785
H -10.2921 -3.2577 -18.7722 -0.212
H -10.2222 -1.6044 -19.5997 0.177
H -8.9008 -2.1180 -18.7242 0.458
H -11.5255 -1.8469 -17.4509 -0.145
```